Below is C50H42N7O9ReSi as an isolated structure, with properties calculated with ωB97M-V/def2-TZVPD.

Results
Total charge: +1
Multiplicity: 2
Frontier orbital gap (alpha / beta): 0.2460 / 0.2487 Ha

Geometry (Å):
Re  0.18  0.24  -0.09
C  4.48  -0.14  0.02
C  4.73  -0.50  1.33
C  3.67  -0.60  2.23
C  2.39  -0.36  1.79
N  2.16  -0.02  0.50
C  3.18  0.10  -0.37
C  1.17  -0.47  2.62
C  1.23  -0.66  3.99
C  0.06  -0.73  4.71
C  -1.15  -0.67  4.04
C  -1.16  -0.52  2.66
N  -0.01  -0.36  1.96
C  -2.46  -0.62  1.93
C  -3.57  0.09  2.36
C  -4.77  -0.09  1.69
C  -4.81  -0.99  0.64
C  -3.65  -1.67  0.30
N  -2.49  -1.49  0.93
H  5.28  -0.06  -0.71
H  5.74  -0.71  1.66
H  3.85  -0.89  3.25
H  2.90  0.38  -1.38
H  2.19  -0.73  4.49
H  0.08  -0.86  5.78
H  -2.08  -0.79  4.56
H  -3.49  0.80  3.18
H  -5.65  0.45  1.99
H  -5.72  -1.17  0.10
H  -3.64  -2.40  -0.51
O  -2.51  2.89  -1.04
C  -1.92  1.89  -1.33
O  -1.61  0.96  -0.40
C  -1.53  1.54  -2.73
C  -2.41  1.79  -3.76
C  -2.10  1.37  -5.03
C  -0.91  0.73  -5.31
C  0.00  0.55  -4.29
C  -0.28  0.93  -2.97
O  0.61  0.76  -2.01
N  1.28  -0.09  -4.65
O  1.25  -0.90  -5.55
O  2.28  0.25  -4.05
N  -3.06  1.59  -6.13
O  -4.06  2.24  -5.86
O  -2.80  1.11  -7.21
H  -3.34  2.30  -3.56
H  -0.68  0.40  -6.31
O  0.14  -1.50  -0.61
Si  0.29  -3.13  -0.93
C  1.85  -3.55  -1.84
C  2.58  -2.63  -2.58
C  3.72  -3.01  -3.29
C  4.13  -4.33  -3.26
C  3.41  -5.27  -2.53
C  2.28  -4.88  -1.82
C  0.37  -3.97  0.73
C  1.54  -3.89  1.49
C  1.65  -4.48  2.74
C  0.57  -5.19  3.26
C  -0.61  -5.29  2.53
C  -0.71  -4.68  1.28
C  -1.21  -3.59  -1.90
C  -2.05  -2.59  -2.40
C  -3.15  -2.90  -3.19
C  -3.43  -4.23  -3.50
C  -2.60  -5.24  -3.02
C  -1.50  -4.92  -2.23
H  2.24  -1.60  -2.66
H  4.26  -2.28  -3.88
H  5.00  -4.64  -3.82
H  3.72  -6.31  -2.52
H  1.74  -5.63  -1.24
H  2.40  -3.36  1.07
H  2.58  -4.41  3.30
H  0.66  -5.67  4.22
H  -1.45  -5.84  2.94
H  -1.64  -4.76  0.73
H  -1.84  -1.55  -2.16
H  -3.79  -2.11  -3.57
H  -4.28  -4.47  -4.12
H  -2.81  -6.27  -3.26
H  -0.87  -5.73  -1.87
C  -3.39  5.29  1.45
C  -2.90  4.16  2.35
N  -1.94  4.61  3.36
C  -2.49  5.17  4.60
C  -2.65  4.12  5.69
C  -0.60  4.60  3.21
O  0.20  4.96  4.06
C  -0.07  4.12  1.88
C  0.39  5.03  0.94
C  0.93  4.55  -0.24
C  0.98  3.19  -0.46
N  0.54  2.31  0.46
C  0.04  2.78  1.62
H  -4.24  4.95  0.85
H  -2.61  5.60  0.76
H  -3.71  6.15  2.03
H  -2.46  3.38  1.74
H  -3.74  3.71  2.88
H  -3.45  5.63  4.36
H  -1.81  5.95  4.94
H  -3.32  3.32  5.37
H  -3.06  4.56  6.59
H  -1.68  3.68  5.93
H  0.32  6.09  1.13
H  1.30  5.22  -1.00
H  1.37  2.76  -1.37
H  -0.30  2.05  2.34

---

Below is a 2-piece molecular cluster, CH5NO3S overall in a non-equilibrium geometry, with properties calculated with ωB97M-V/def2-TZVPD.

Results
Frontier orbital gap: 0.3745 Ha

Geometry (Å):
C  1.79  -0.54  -0.82
N  -0.81  1.36  0.94
O  -1.12  -1.13  0.80
O  -1.80  0.18  -1.03
O  2.00  -1.09  0.23
S  -0.63  0.02  -0.21
H  1.72  0.67  -0.97
H  1.95  -0.95  -1.85
H  -1.08  2.09  0.26
H  -1.67  1.01  1.50
H  -0.33  -1.62  1.16

---

Below is C29H31F6N8O4SSbZn as an isolated structure in a non-equilibrium geometry, with properties calculated with ωB97M-V/def2-TZVPD.

Results
Total charge: +1
Multiplicity: 2
Frontier orbital gap (alpha / beta): 0.2358 / 0.1512 Ha

Geometry (Å):
Zn  0.38  0.89  0.77
N  -2.87  3.95  1.04
C  -1.78  3.34  0.59
N  -0.88  2.79  1.34
C  -1.05  2.81  2.69
N  -0.22  2.15  3.47
N  0.65  1.36  2.94
C  1.40  0.51  3.54
C  2.20  -0.38  2.74
C  3.11  -1.27  3.30
C  3.76  -2.18  2.48
C  3.50  -2.14  1.12
C  2.63  -1.17  0.62
N  1.99  -0.33  1.41
C  -2.15  3.52  3.27
C  -2.35  3.64  4.65
C  -3.47  4.27  5.13
C  -4.44  4.76  4.25
C  -4.28  4.65  2.89
C  -3.12  4.05  2.39
H  -3.60  4.23  0.39
H  -1.65  3.29  -0.48
H  1.40  0.39  4.62
H  3.30  -1.26  4.37
H  4.45  -2.90  2.88
H  3.96  -2.84  0.44
H  2.42  -1.09  -0.43
H  -1.60  3.24  5.32
H  -3.62  4.38  6.20
H  -5.33  5.23  4.65
H  -5.03  5.03  2.21
F  -0.82  -0.42  1.76
Sb  -2.84  -0.57  1.08
F  -1.91  -1.99  0.09
F  -3.86  -0.24  -0.56
F  -4.16  -1.94  1.31
F  -3.42  1.29  1.44
F  -2.90  -0.55  3.04
C  2.29  3.17  -3.74
C  2.32  2.95  -2.28
C  3.23  3.33  -1.31
C  2.75  2.81  -0.10
N  1.61  2.16  -0.32
N  1.36  2.27  -1.63
C  3.41  2.92  1.22
H  3.07  3.85  -4.04
H  1.33  3.58  -4.05
H  2.43  2.22  -4.26
H  4.13  3.90  -1.45
H  0.59  1.78  -2.06
H  3.92  3.88  1.30
H  4.15  2.12  1.34
H  2.68  2.83  2.02
C  0.48  -7.19  -0.92
C  0.56  -5.96  -1.77
C  0.67  -4.71  -1.17
C  0.65  -3.55  -1.94
C  0.53  -3.66  -3.31
C  0.45  -4.89  -3.93
C  0.49  -6.04  -3.16
S  0.33  -2.19  -4.30
O  0.55  -2.49  -5.68
O  1.01  -1.07  -3.73
N  -1.33  -1.94  -4.14
C  -1.85  -1.59  -2.84
C  -1.56  -0.12  -2.53
C  -0.89  0.10  -1.19
O  -1.48  0.84  -0.35
O  0.26  -0.30  -0.98
H  1.22  -7.17  -0.13
H  0.61  -8.09  -1.51
H  -0.51  -7.23  -0.45
H  0.74  -4.63  -0.10
H  0.72  -2.58  -1.48
H  0.37  -4.94  -5.00
H  0.44  -7.01  -3.64
H  -1.87  -2.60  -4.67
H  -1.37  -2.21  -2.07
H  -2.92  -1.78  -2.80
H  -2.49  0.46  -2.55
H  -0.88  0.25  -3.30

---

Below is a 5-piece molecular cluster, H10O4S overall in a non-equilibrium geometry, with properties calculated with ωB97M-V/def2-TZVPD.

Results
Total charge: -1
Multiplicity: 2
Frontier orbital gap (alpha / beta): 0.0918 / 0.3507 Ha

Geometry (Å):
S  -2.50  -0.60  1.88
H  -1.99  -0.55  0.67
H  -1.49  -1.15  2.75
H  -1.68  2.19  1.75
H  -1.69  2.75  0.47
O  -1.89  1.93  0.85
H  -0.15  -1.09  -1.97
H  1.28  -0.72  -1.72
O  0.75  -1.25  -2.17
H  0.67  -3.14  0.24
H  2.12  -2.77  -0.18
O  1.66  -2.91  0.64
H  2.38  2.10  -1.16
H  1.09  3.06  -0.99
O  1.43  2.14  -1.05

---

Below is C23H53NNdOP3 as an isolated structure in a non-equilibrium geometry, with properties calculated with ωB97M-V/def2-TZVPD.

Results
Total charge: +2
Multiplicity: 4
Frontier orbital gap (alpha / beta): 0.2640 / 0.2677 Ha

Geometry (Å):
Nd  0.22  -0.06  0.38
P  0.26  -2.67  -0.45
P  0.26  2.67  -0.11
N  2.04  0.06  -0.89
C  1.94  -2.45  -1.23
H  2.53  -3.35  -1.02
H  1.77  -2.42  -2.32
C  2.80  -1.21  -0.81
H  3.12  -1.28  0.26
H  3.75  -1.27  -1.39
C  2.81  1.30  -0.67
H  3.75  1.43  -1.26
H  3.14  1.24  0.40
C  1.94  2.58  -0.92
H  1.77  2.69  -2.00
H  2.51  3.45  -0.59
C  0.43  3.26  1.64
C  -0.75  2.88  2.56
H  -0.49  3.16  3.59
H  -0.97  1.80  2.57
H  -1.67  3.42  2.29
C  -1.03  3.36  -1.14
C  -2.43  3.38  -0.46
H  -3.18  3.70  -1.20
H  -2.48  4.10  0.38
H  -2.73  2.38  -0.10
C  -1.04  -3.20  -1.56
C  -2.43  -3.31  -0.88
H  -3.19  -3.52  -1.65
H  -2.73  -2.35  -0.40
H  -2.48  -4.12  -0.14
C  0.43  -3.46  1.23
C  -0.75  -3.18  2.20
H  -0.51  -3.60  3.19
H  -1.68  -3.65  1.85
H  -0.94  -2.10  2.36
C  -2.45  -0.08  0.99
C  -0.54  4.71  -1.67
H  -0.49  5.47  -0.88
H  0.44  4.61  -2.15
H  -1.24  5.07  -2.43
C  -0.55  -4.47  -2.26
H  -1.24  -4.74  -3.06
H  0.44  -4.31  -2.72
H  -0.50  -5.33  -1.56
C  0.70  -4.93  1.00
H  1.03  -5.38  1.95
H  -0.20  -5.46  0.69
H  1.50  -5.09  0.26
C  0.71  4.76  1.59
H  -0.19  5.33  1.36
H  1.04  5.08  2.60
H  1.51  5.01  0.90
H  1.33  2.75  2.04
H  1.33  -2.99  1.68
H  -1.12  2.66  -2.00
H  -1.13  -2.40  -2.32
O  -3.52  -0.09  1.43
H  -0.27  -0.06  -2.87
H  -0.98  0.09  -2.62
C  3.41  -2.54  3.32
C  2.11  -2.00  3.89
P  1.37  -0.58  2.97
C  0.03  -0.07  4.17
C  -0.04  -0.75  5.53
C  2.83  0.57  3.05
C  3.37  0.84  4.44
H  3.30  -2.88  2.28
H  3.70  -3.40  3.91
H  4.22  -1.81  3.37
H  1.35  -2.78  3.93
H  2.26  -1.66  4.93
H  0.12  1.02  4.32
H  -0.92  -0.27  3.64
H  0.82  -0.52  6.17
H  -0.93  -0.39  6.06
H  -0.15  -1.84  5.43
H  3.61  0.10  2.42
H  2.58  1.51  2.56
H  3.74  -0.08  4.90
H  4.23  1.51  4.36
H  2.65  1.32  5.12